[1]
This record from the Open Molecules 2025 dataset describes a 9-piece molecular cluster, C39H80N4O23 overall. The level of theory is the ωB97M-V functional and the def2-TZVPD basis.

Last column: Löwdin charge in e.
Geometry (Å):
C 28.16372 -6.59845 -13.44868  -0.107
O 27.38214 -7.31241 -14.38634  -0.236
C 27.54717 -6.97205 -15.77483  -0.168
C 28.99968 -7.17374 -16.16238  -0.185
N 29.82931 -5.96403 -15.99999  -0.051
C 31.24552 -6.26172 -15.82550  -0.196
C 31.89624 -4.99543 -15.29422  -0.203
O 33.31110 -5.15977 -15.30622  -0.184
C 33.97408 -3.95653 -15.43584  -0.153
H 27.97321 -7.04221 -12.46878  0.086
H 27.84640 -5.55350 -13.42324  0.091
H 29.22696 -6.75899 -13.63481  0.068
H 27.28962 -5.91042 -15.89420  0.124
H 26.79553 -7.58710 -16.26172  0.094
H 29.10888 -7.37730 -17.24014  0.108
H 29.45340 -7.99836 -15.61761  0.099
H 29.77159 -5.36343 -16.81531  0.069
H 31.77250 -6.48006 -16.76624  0.111
H 31.42045 -7.11730 -15.17063  0.120
H 31.48595 -4.65110 -14.33715  0.128
H 31.65564 -4.16481 -15.96980  0.094
H 33.99354 -3.58270 -16.46811  0.090
H 35.01029 -4.06991 -15.10587  0.083
H 33.62983 -3.10602 -14.83070  0.088
C 23.39348 -12.46014 -13.94113  -0.106
O 24.65208 -11.85017 -14.08475  -0.191
C 25.55022 -12.46248 -14.98668  -0.229
C 26.68150 -11.48587 -15.21996  -0.208
N 27.58181 -11.38830 -14.08556  -0.031
C 28.56802 -10.35162 -14.37136  -0.202
C 29.47777 -10.09841 -13.19126  -0.247
O 30.36955 -11.15710 -12.99268  -0.164
C 31.19702 -10.90822 -11.87754  -0.116
H 22.63713 -12.03598 -14.62129  0.072
H 22.98822 -12.11351 -12.98692  0.091
H 23.48361 -13.54318 -14.01302  0.094
H 25.01902 -12.57115 -15.95022  0.091
H 25.79840 -13.50836 -14.77113  0.130
H 26.13386 -10.53937 -15.37783  0.122
H 27.25174 -11.74354 -16.11361  0.127
H 27.03518 -11.16518 -13.26186  0.113
H 28.09264 -9.41169 -14.67964  0.091
H 29.16073 -10.64596 -15.24447  0.117
H 28.90329 -9.91281 -12.26655  0.127
H 29.92344 -9.10452 -13.37244  0.110
H 31.61068 -9.90020 -11.84096  0.088
H 32.00959 -11.63543 -11.82804  0.084
H 30.61304 -11.16497 -10.98009  0.088
C 30.60799 -2.72019 -18.26174  -0.089
O 30.28570 -4.08447 -18.23951  -0.246
C 29.67725 -4.76089 -19.30661  -0.191
C 30.69244 -5.00254 -20.43280  -0.186
N 30.75441 -3.96104 -21.44925  -0.052
C 29.50145 -3.71034 -22.14110  -0.229
C 28.88204 -4.80436 -22.95644  -0.248
O 27.98834 -5.63259 -22.26512  -0.192
C 27.77555 -6.89070 -22.88924  -0.096
H 31.40607 -2.57182 -18.99450  0.088
H 30.86877 -2.40365 -17.25557  0.081
H 29.76813 -2.07744 -18.56096  0.090
H 28.79898 -4.18992 -19.62375  0.121
H 29.33724 -5.74486 -18.98408  0.113
H 30.36621 -5.94104 -20.91326  0.108
H 31.61546 -5.23280 -19.90079  0.126
H 31.38522 -4.24489 -22.19034  0.107
H 29.67068 -2.83032 -22.78064  0.120
H 28.77969 -3.13666 -21.54438  0.119
H 29.66538 -5.36729 -23.49597  0.127
H 28.33291 -4.41105 -23.83019  0.126
H 27.27770 -6.64125 -23.83990  0.098
H 27.07643 -7.50692 -22.33660  0.074
H 28.75315 -7.30047 -23.14126  0.078
C 37.83495 -7.80928 -15.40467  -0.121
O 36.83841 -8.22521 -16.30353  -0.174
C 35.83899 -7.25395 -16.48678  -0.250
C 34.58346 -7.79588 -17.11242  -0.209
N 34.06565 -8.94224 -16.36638  -0.043
C 32.99528 -9.65201 -17.03308  -0.229
C 33.02085 -11.08669 -16.55623  -0.236
O 33.96260 -11.81639 -17.31882  -0.176
C 34.02703 -13.15679 -16.90809  -0.127
H 38.50589 -8.66737 -15.36196  0.088
H 37.49238 -7.49992 -14.41352  0.088
H 38.42583 -6.96427 -15.78778  0.086
H 36.19913 -6.48822 -17.20172  0.127
H 35.62993 -6.63550 -15.60636  0.111
H 34.84363 -8.19970 -18.10916  0.121
H 33.91273 -6.96826 -17.33798  0.101
H 34.87454 -9.54258 -16.25090  0.102
H 32.98778 -9.64051 -18.13850  0.124
H 32.05321 -9.13445 -16.83168  0.094
H 32.04317 -11.55466 -16.70524  0.106
H 33.21185 -11.02024 -15.47732  0.127
H 34.05459 -13.24652 -15.81323  0.085
H 34.95356 -13.58745 -17.28286  0.084
H 33.14857 -13.73251 -17.22431  0.086
C 27.09017 -11.59467 -26.13455  -0.090
C 26.56237 -12.18674 -24.77774  -0.100
O 27.29604 -11.43982 -23.83081  0.039
C 28.04774 -10.49735 -24.39154  -0.591
O 28.74902 -9.75167 -23.79100  0.158
O 27.92473 -10.53610 -25.71516  0.087
H 26.23474 -11.27750 -26.72318  0.129
H 27.63174 -12.36772 -26.67504  0.125
H 26.74479 -13.25572 -24.70347  0.127
H 25.49882 -11.98403 -24.67661  0.117
C 22.86461 -9.52681 -16.81480  -0.108
C 23.28787 -10.85111 -17.43794  -0.112
O 24.37579 -10.48764 -18.29856  0.030
C 24.88261 -9.30719 -17.84157  -0.550
O 25.93181 -8.82518 -18.11793  0.165
O 24.01299 -8.73210 -16.98200  0.083
H 22.61589 -9.72950 -15.77206  0.131
H 21.95965 -9.14035 -17.28174  0.133
H 22.49293 -11.28686 -18.04931  0.136
H 23.57817 -11.68175 -16.80146  0.092
C 25.68892 -13.62103 -21.29621  -0.068
C 25.12868 -13.80784 -19.86619  -0.095
O 23.81547 -14.30165 -20.09688  0.060
C 23.42554 -14.08378 -21.35560  -0.609
O 22.33842 -14.21579 -21.75886  0.190
O 24.44994 -13.52261 -22.04965  0.025
H 26.21161 -14.51529 -21.62019  0.135
H 26.12616 -12.63713 -21.41916  0.105
H 25.00550 -12.86166 -19.34057  0.114
H 25.71299 -14.55715 -19.34112  0.134
C 24.44133 -9.91021 -21.66944  -0.116
C 23.39363 -8.81734 -21.82640  -0.116
O 23.76871 -8.15690 -23.02648  0.078
C 24.63950 -8.95718 -23.70847  -0.551
O 25.04690 -8.77301 -24.80606  0.182
O 24.78492 -10.11868 -23.03220  0.045
H 24.11375 -10.86796 -21.27234  0.125
H 25.24019 -9.53764 -21.01893  0.111
H 23.28254 -8.23690 -20.91130  0.132
H 22.40104 -9.25642 -21.97893  0.136
C 27.89985 -10.54413 -20.37649  -0.086
C 28.44214 -9.12421 -20.36737  -0.115
O 29.43996 -9.12003 -19.33755  0.050
C 29.36952 -10.27309 -18.60720  -0.564
O 30.14478 -10.56486 -17.78054  0.171
O 28.49441 -11.11644 -19.18213  0.044
H 28.18092 -11.13984 -21.23770  0.122
H 26.88350 -10.59939 -19.98125  0.101
H 27.67937 -8.37177 -20.18380  0.117
H 28.98232 -8.96029 -21.29751  0.111

Properties
HOMO (eV): -7.87
ΔE to the lowest compared entry with this formula, charge and spin (kJ/mol): 0.0
LUMO level (Ha): 0.0011
Total energy (Eh): -3483.3269
Multiplicity: 1
Molecular weight (g/mol): 973.07
Strongest force on any atom (eV Å⁻¹): 2.97
Frontier orbital gap (eV): 7.90

[2]
This record from the Open Molecules 2025 dataset describes a 17-piece molecular cluster, C51H136O17 overall. The level of theory is the ωB97M-V functional and the def2-TZVPD basis.

Last column: Löwdin charge in e.
Geometry (Å):
C 5.80066 1.46233 -0.80160  -0.027
C 4.45922 1.19927 -1.48355  -0.461
C 4.38488 -0.10588 -2.22941  -0.042
O 3.49717 1.22714 -0.43646  -0.082
H 5.81166 2.48947 -0.43696  0.081
H 6.52319 1.36684 -1.61211  0.084
H 6.01382 0.77835 0.01989  0.074
H 4.24874 2.03625 -2.14933  0.120
H 4.58213 -0.95042 -1.56914  0.069
H 5.15681 -0.19891 -2.99333  0.086
H 3.41546 -0.30056 -2.68813  0.073
H 2.74054 0.74234 -0.77420  0.044
C -8.47047 2.02446 -0.01754  -0.049
C -7.36511 1.15734 -0.65353  -0.469
C -7.20420 -0.18911 0.02955  -0.052
O -7.69391 0.95758 -2.05991  -0.071
H -8.43759 2.08227 1.07043  0.077
H -9.48159 1.64251 -0.15846  0.079
H -8.46265 3.01119 -0.48057  0.074
H -6.37602 1.61538 -0.65367  0.091
H -6.95626 0.08169 1.05585  0.072
H -6.32602 -0.75550 -0.28046  0.058
H -8.03969 -0.88637 -0.03286  0.087
H -7.72085 1.80319 -2.51359  0.074
C 5.89299 6.27361 -2.90194  -0.059
C 4.42466 5.89049 -3.04238  -0.445
C 3.88433 5.34257 -1.69699  -0.060
O 3.60800 7.06523 -3.31846  -0.074
H 6.07671 6.91299 -2.03849  0.081
H 6.11454 6.80208 -3.82917  0.080
H 6.52050 5.38553 -2.82686  0.079
H 4.18054 5.23077 -3.87502  0.132
H 4.13330 4.28309 -1.63684  0.059
H 2.79476 5.35686 -1.66977  0.063
H 4.26015 5.83126 -0.79808  0.077
H 3.75199 7.64904 -2.57011  0.077
C 3.45710 -3.72432 -1.13760  -0.042
C 2.25787 -4.50416 -0.69630  -0.441
C 1.81603 -4.11426 0.74830  -0.029
O 1.14771 -4.30148 -1.57473  -0.086
H 3.22496 -2.66604 -1.01821  0.065
H 3.76599 -3.99815 -2.14641  0.091
H 4.32262 -3.94926 -0.51439  0.089
H 2.41870 -5.58222 -0.69379  0.136
H 1.81864 -3.05016 0.98449  0.066
H 2.53139 -4.65001 1.37227  0.081
H 0.87669 -4.62875 0.95090  0.061
H 0.48396 -4.98030 -1.43243  0.040
C -3.80139 0.60580 -2.18358  -0.035
C -3.80208 1.79445 -3.15971  -0.457
C -4.20501 3.09766 -2.48996  -0.047
O -2.46463 1.87869 -3.59141  -0.077
H -3.51746 -0.34503 -2.63459  0.075
H -4.81058 0.44992 -1.80234  0.053
H -3.20621 0.85998 -1.30650  0.070
H -4.45965 1.59657 -4.00620  0.140
H -4.25820 3.94526 -3.17322  0.082
H -3.59770 3.35581 -1.62241  0.076
H -5.22991 3.15001 -2.12263  0.062
H -2.00446 2.16594 -2.79937  0.022
C 0.62438 1.86883 5.25867  -0.051
C 1.42675 1.88426 6.56468  -0.498
C 2.32201 3.14752 6.67558  -0.037
O 0.51398 1.74846 7.60725  -0.053
H 0.02870 0.95986 5.17480  0.057
H 1.38375 1.89142 4.47703  0.052
H -0.03335 2.73080 5.14684  0.086
H 2.06542 1.00241 6.61505  0.126
H 3.08594 3.00438 5.91137  0.053
H 2.75875 3.10682 7.67343  0.078
H 1.86560 4.11306 6.45756  0.075
H -0.01565 2.53476 7.75834  0.094
C 4.39104 0.79745 4.12634  -0.057
C 4.62145 0.75139 2.65928  -0.458
C 4.16691 -0.60589 2.00650  -0.024
O 3.88993 1.82788 2.11071  -0.077
H 4.77939 1.74384 4.50269  0.087
H 4.87180 -0.01211 4.67550  0.089
H 3.31825 0.75480 4.31451  0.068
H 5.69283 0.91192 2.53899  0.130
H 4.38480 -1.42814 2.68807  0.071
H 4.61836 -0.83399 1.04097  0.060
H 3.08672 -0.74960 1.98125  0.049
H 3.73085 1.72124 1.17001  0.023
C -0.41924 -0.52727 -4.25944  -0.050
C -0.06091 -1.97434 -4.01273  -0.442
C 0.56939 -2.71500 -5.21840  -0.015
O 0.77559 -1.94384 -2.83199  -0.076
H 0.41443 0.08486 -4.60351  0.060
H -0.90136 0.08204 -3.49497  0.060
H -1.20173 -0.56120 -5.01750  0.089
H -1.03132 -2.43222 -3.82104  0.125
H -0.14560 -2.51789 -6.01718  0.087
H 0.62925 -3.79540 -5.08701  0.054
H 1.60139 -2.37241 -5.29398  0.069
H 0.82883 -2.85571 -2.53656  0.036
C -0.42900 -3.86711 3.80702  -0.043
C -0.17090 -2.80870 4.87967  -0.481
C 1.29543 -2.27336 4.74372  -0.036
O -1.14438 -1.83320 4.84122  -0.054
H -0.52833 -3.42230 2.81688  0.061
H -1.24141 -4.53429 4.09507  0.079
H 0.42508 -4.54393 3.78335  0.080
H -0.15587 -3.19598 5.89844  0.137
H 1.57658 -1.60659 5.55887  0.071
H 1.58437 -1.89517 3.76311  0.065
H 1.98886 -3.10423 4.87371  0.077
H -0.94408 -1.30537 5.61767  0.105
C -4.30402 -2.99043 3.57529  -0.049
C -4.62805 -2.48645 4.95375  -0.491
C -4.14521 -3.41642 6.09237  -0.032
O -3.96303 -1.31163 5.10494  -0.066
H -4.75934 -3.94847 3.32439  0.085
H -3.22851 -3.02720 3.40200  0.059
H -4.71672 -2.36145 2.78651  0.073
H -5.70750 -2.35104 5.02136  0.146
H -4.70564 -4.35105 6.07013  0.077
H -4.19612 -3.03255 7.11127  0.081
H -3.08913 -3.63561 5.93511  0.063
H -3.00977 -1.42511 5.10807  0.053
C 2.14733 1.98529 -6.68008  -0.049
C 3.19545 0.95819 -7.00226  -0.508
C 3.36644 0.01427 -5.79842  -0.051
O 2.87324 0.14661 -8.05922  -0.032
H 1.31346 1.65254 -6.06199  0.063
H 1.57353 2.22013 -7.57659  0.080
H 2.47337 2.96156 -6.32134  0.081
H 4.16043 1.38302 -7.27871  0.140
H 4.06451 -0.79315 -6.01948  0.082
H 2.45883 -0.48736 -5.46268  0.047
H 3.82475 0.56242 -4.97527  0.061
H 1.92239 0.18673 -8.18524  0.091
C -2.04866 -4.65796 0.49668  -0.058
C -3.25283 -4.54692 -0.38249  -0.456
C -3.54095 -3.04792 -0.65664  -0.031
O -2.88879 -5.20899 -1.56488  -0.058
H -1.12766 -4.37469 -0.01284  0.064
H -1.91960 -5.67886 0.85616  0.096
H -2.21760 -4.06821 1.39766  0.063
H -4.11713 -5.06933 0.02759  0.144
H -2.78751 -2.55016 -1.26710  0.070
H -3.72265 -2.42440 0.21874  0.073
H -4.46686 -3.06198 -1.23162  0.076
H -3.54909 -5.04744 -2.24275  0.112
C 0.59119 1.07997 1.11460  -0.035
C 0.69177 -0.14799 0.22066  -0.439
C -0.60997 -1.00991 0.28638  -0.006
O 1.03907 0.19967 -1.09756  -0.073
H 1.39948 1.78987 0.93909  0.064
H 0.56262 0.81023 2.17031  0.087
H -0.30697 1.64325 0.86140  0.074
H 1.53749 -0.71604 0.60819  0.099
H -0.59579 -1.92318 -0.30847  0.058
H -1.34402 -0.35657 -0.18525  0.075
H -0.95583 -1.30189 1.27796  0.073
H 0.77575 -0.50130 -1.69832  0.057
C -4.34315 2.19669 1.78396  -0.030
C -4.21107 0.86195 2.55895  -0.466
C -2.76934 0.57328 3.00713  -0.037
O -5.04744 0.91366 3.68819  -0.054
H -4.24497 3.11214 2.36741  0.084
H -5.28954 2.21219 1.24341  0.053
H -3.57588 2.30083 1.01679  0.060
H -4.60256 0.07160 1.91849  0.107
H -2.61494 -0.49772 3.13839  0.045
H -2.57097 1.00269 3.98914  0.089
H -2.03923 0.94280 2.28706  0.055
H -4.72795 0.32969 4.37992  0.047
C -0.35534 -6.19207 -3.73043  -0.068
C -0.45258 -7.28398 -2.67122  -0.466
C 0.76138 -8.18409 -2.72507  -0.044
O -0.51575 -6.60403 -1.42087  -0.077
H -0.95802 -5.29690 -3.57699  0.069
H -0.71766 -6.55708 -4.69147  0.084
H 0.64752 -5.79625 -3.89077  0.072
H -1.34863 -7.87244 -2.86845  0.139
H 1.71120 -7.66642 -2.59102  0.084
H 0.67519 -8.61032 -3.72457  0.085
H 0.63028 -9.00314 -2.01792  0.082
H -1.30533 -6.06786 -1.52430  0.021
C 0.90921 5.64702 3.32106  -0.027
C 1.69940 4.50097 2.66835  -0.501
C 2.34560 4.81517 1.33719  -0.066
O 2.69348 4.05445 3.53979  -0.056
H 0.10296 5.93497 2.64642  0.079
H 1.52506 6.54555 3.35963  0.077
H 0.65886 5.40487 4.35391  0.069
H 1.06360 3.65197 2.41723  0.113
H 2.97760 4.03736 0.90860  0.066
H 3.05039 5.64631 1.36144  0.080
H 1.61446 5.14278 0.59813  0.072
H 3.21328 3.38615 3.08725  0.043
C 1.00224 3.08657 -3.23566  -0.022
C 0.30306 3.43493 -1.90979  -0.471
C -0.59222 4.65737 -2.00036  -0.036
O -0.59797 2.40651 -1.57715  -0.091
H 0.16017 2.88325 -3.89724  0.078
H 1.58577 2.16758 -3.18041  0.068
H 1.63907 3.83133 -3.71303  0.074
H 0.93219 3.47153 -1.02043  0.118
H -1.15028 4.78637 -1.07298  0.082
H -1.30340 4.45978 -2.80240  0.078
H 0.00418 5.55469 -2.16534  0.080
H -0.03772 1.65254 -1.37906  0.038

Properties
HOMO (eV): -9.47
ΔE to the lowest compared entry with this formula, charge and spin (kJ/mol): 145.5
LUMO level (Ha): 0.0126
Total energy (Eh): -3303.7352
Multiplicity: 1
Molecular weight (g/mol): 1021.63
Strongest force on any atom (eV Å⁻¹): 3.34
Frontier orbital gap (eV): 9.81

- The lowest ΔE to the lowest compared entry with this formula, charge and spin belongs to which entry?
  C39H80N4O23

- Among the records above, which one has the highest molecular weight?
  C51H136O17

- The lowest molecular weight belongs to which entry?
  C39H80N4O23

- strongest force on any atom of number 1 (C39H80N4O23)?
  2.97 eV Å⁻¹